Record 1
The following is a quantum chemistry calculation of the molecule C7H12BrNO4 in a non-equilibrium geometry, from OMol25.

Structure (XYZ):
```
25
Properties=species:S:1:pos:R:3
C -2.4210 0.5741 0.8774
O -2.0664 -0.7649 1.1255
C -1.7143 -1.4820 -0.0324
C -0.2205 -1.7761 -0.0897
C 0.5897 -0.6461 -0.7069
N 0.8719 0.4538 0.2111
C 1.5426 1.5617 -0.4345
C 0.6412 2.1975 -1.4807
O -0.3648 2.7755 -1.2126
Br 1.2341 1.9903 -3.3383
C 1.5619 0.0400 1.3701
O 1.2419 0.3875 2.4724
O 2.6404 -0.7794 1.1680
H -2.7231 1.0310 1.8057
H -1.5894 1.1521 0.4897
H -3.2150 0.6302 0.1385
H -2.0282 -0.9586 -0.9322
H -2.2477 -2.4247 -0.0052
H -0.0955 -2.6299 -0.7424
H 0.1013 -2.0465 0.9087
H 1.5249 -1.0474 -1.1017
H 0.0510 -0.2912 -1.5733
H 1.6958 2.3336 0.3082
H 2.5111 1.3156 -0.8663
H 2.4780 -1.5962 1.6408
```

Frontier orbital gap, eV: 9.9
Total charge: 0
LUMO energy, eV: 0.261
Energy, Ha: -3203.628268
Relative energy (zero: lowest compared OMol25 entry of this formula, charge and spin), kcal per mole: 46.37
Spin multiplicity: 1
Maximum force, Eh/bohr: 0.0301
Highest occupied orbital energy, eV: -9.61

Record 2
The following is a quantum chemistry calculation of a cluster of 4 separate species, C5H18O3 in total in a non-equilibrium geometry, from OMol25.

Structure (XYZ):
```
26
Properties=species:S:1:pos:R:3
C -0.8447 0.7081 2.3369
C -1.1509 1.2643 0.9416
C -0.6115 0.3520 -0.1542
C -0.7540 0.8144 -1.7157
C -0.7776 -0.2144 -2.8954
H -1.5597 1.1661 3.1528
H 0.1965 0.9276 2.5313
H -0.8549 -0.3328 2.3683
H -0.8093 2.3126 0.8255
H -2.2419 1.5270 0.9243
H 0.3800 -0.0641 0.0172
H -1.3493 -0.5673 -0.0218
H -1.4327 1.5008 -1.8015
H 0.3060 1.3211 -1.9352
H 0.0540 -0.9989 -2.7533
H -1.7339 -0.8126 -3.1536
H -0.7879 0.2513 -3.7182
H -2.6444 -0.2352 2.5104
H -2.4880 -1.6511 1.6288
O -3.0504 -1.1395 2.1591
H 2.9094 -0.7634 -2.1525
H 1.9748 -0.7325 -0.9151
O 2.5598 -1.2415 -1.4130
H 4.0304 0.0347 -0.3560
H 3.3303 -0.8447 0.7139
O 3.9346 -0.0670 0.6358
```

Frontier orbital gap, eV: 11.3
Total charge: 0
LUMO energy, eV: 0.446
Energy, Ha: -426.899125
Relative energy (zero: lowest compared OMol25 entry of this formula, charge and spin), kcal per mole: 73.59
Spin multiplicity: 1
Maximum force, Eh/bohr: 0.1688
Highest occupied orbital energy, eV: -10.89

Record 3
The following is a quantum chemistry calculation of a cluster of 2 separate species, C6H11N3O in total in a non-equilibrium geometry, from OMol25.

Structure (XYZ):
```
21
Properties=species:S:1:pos:R:3
C -2.0888 -0.9270 0.8588
C -1.4841 -2.2336 0.4780
O -1.9944 -2.9456 -0.2953
N -0.3989 -2.6224 1.2122
H -2.6479 -0.8891 1.8589
H -2.7879 -0.5908 0.2032
H -0.0844 -3.5887 1.1791
H 0.3391 -1.8865 1.4645
H -1.2577 -0.2243 1.0127
C -0.3689 2.1289 0.3469
C 1.5792 1.8866 -1.4034
C 0.6572 1.4174 -0.3260
C 1.9005 -0.2643 -0.9632
N 2.3376 0.8176 -1.7833
N 0.9299 0.0993 -0.0630
H 1.6974 2.8931 -1.9303
H 3.1085 0.8634 -2.4801
H -0.7105 3.0207 -0.2279
H 0.0651 2.6058 1.2528
H 2.3666 -1.1160 -1.0606
H -1.1575 1.5556 0.6660
```

Frontier orbital gap, eV: 9.0
Total charge: 0
LUMO energy, eV: 0.706
Energy, Ha: -474.699342
Relative energy (zero: lowest compared OMol25 entry of this formula, charge and spin), kcal per mole: 41.93
Spin multiplicity: 1
Maximum force, Eh/bohr: 0.1291
Highest occupied orbital energy, eV: -8.25

Record 4
The following is a quantum chemistry calculation of a cluster of 2 separate species, C2H6N2OS in total, from OMol25.

Structure (XYZ):
```
12
Properties=species:S:1:pos:R:3
C -1.2738 1.7382 0.6384
C 0.7955 -2.1226 -1.1895
N -0.4179 0.8698 0.2950
N 0.6970 0.6379 0.9837
O 1.1530 -1.9687 -0.0487
S -0.1644 -1.0123 -2.1005
H -2.1071 1.8978 -0.0181
H -1.2096 2.3195 1.5563
H 1.0499 -3.0089 -1.7816
H -0.3580 -0.0790 -1.0878
H 1.0676 -0.2958 0.8320
H 0.7679 1.0241 1.9209
```

Frontier orbital gap, eV: 10.2
Total charge: 0
LUMO energy, eV: 0.935
Energy, Ha: -662.684432
Relative energy (zero: lowest compared OMol25 entry of this formula, charge and spin), kcal per mole: 51.73
Spin multiplicity: 1
Maximum force, Eh/bohr: 0.0152
Highest occupied orbital energy, eV: -9.22

Record 5
The following is a quantum chemistry calculation of a structure of composition C8H19NS6Tl in a non-equilibrium geometry, from OMol25.

Structure (XYZ):
```
35
Properties=species:S:1:pos:R:3
Tl -0.7048 0.0222 0.9615
S -0.5501 -2.6479 0.0576
S -0.6115 2.7024 0.1728
C 0.7397 -3.3282 1.1429
C 0.4123 -2.4651 -1.4795
C 1.1773 -1.1577 -1.6551
N 0.3525 0.0329 -1.3636
C 1.0633 1.2937 -1.6625
C 0.1905 2.5266 -1.4548
H -0.3109 -2.5855 -2.2957
H 1.1213 -3.2992 -1.5154
H 1.5255 -1.0946 -2.7046
H 2.0731 -1.1331 -1.0105
H 1.3841 1.2690 -2.7224
H 1.9754 1.3397 -1.0438
H -0.6243 2.5373 -2.1897
H 0.8066 3.4217 -1.5966
C 0.7991 3.3472 1.1261
H -0.5231 -0.0097 -1.9001
H 1.7185 2.7617 0.9930
H 0.5098 3.2959 2.1812
H 0.9453 4.3947 0.8273
H 0.3747 -3.2241 2.1713
H 1.7006 -2.8064 1.0531
H 0.8431 -4.3931 0.8890
C -3.1281 -0.0709 0.5898
C -2.8137 -0.0796 -0.7421
H -3.4088 0.8613 1.1003
H -3.3636 -0.9971 1.1335
H -2.7852 0.8538 -1.3175
H -2.7550 -1.0184 -1.3064
S 1.8721 0.1360 1.8551
S 1.6430 0.3442 3.8193
S -0.0456 -0.8236 4.3968
S -1.6034 -0.0062 3.4899
```

Frontier orbital gap, eV: 6.0
Total charge: +1
LUMO energy, eV: -4.516
Energy, Ha: -2932.328643
Spin multiplicity: 1
Maximum force, Eh/bohr: 0.0501
Highest occupied orbital energy, eV: -10.53

Record 6
The following is a quantum chemistry calculation of a structure of composition C35H30BrGeN3ORuTe in a non-equilibrium geometry, from OMol25.

Structure (XYZ):
```
73
Properties=species:S:1:pos:R:3
Ru 0.0378 0.9704 1.4155
Br -4.0684 -8.8620 -5.7918
C -3.1954 -7.8663 -4.4809
C -2.4390 -6.7649 -4.8351
C -1.7438 -5.9798 -3.8105
C -1.8388 -6.3432 -2.4632
C -2.5965 -7.4722 -2.1190
C -3.2870 -8.2363 -3.1446
N -1.2141 -5.7011 -1.4350
N -0.3692 -4.7751 -1.6071
C -0.0067 -3.6423 -1.1489
C 1.3906 -3.2548 -1.3494
C 1.8975 -2.1095 -0.8673
C 1.0411 -1.2077 -0.1336
O 1.4251 -0.1268 0.3567
C -0.3544 -1.5591 0.0730
N -1.0378 -0.6479 0.8009
C -2.3233 -0.8992 1.0645
C -2.9538 -2.0516 0.6144
C -2.2515 -2.9834 -0.1321
C -0.9112 -2.7336 -0.4132
H -2.3572 -6.4911 -5.8792
H -1.1358 -5.1326 -4.0987
H -2.6518 -7.7676 -1.0793
H -3.8690 -9.1070 -2.8700
H 2.0076 -3.9530 -1.8992
H 2.9333 -1.8314 -1.0073
H -2.8519 -0.1597 1.6515
H -3.9948 -2.2079 0.8588
H -2.7413 -3.8818 -0.4818
C 0.4647 0.5013 5.4268
Te 1.0102 -0.3468 3.5639
C 3.0444 0.2572 3.6209
H 0.8682 -0.1382 6.2072
H -0.6201 0.5244 5.4928
H 0.8713 1.5053 5.5022
H 3.0936 1.3083 3.8948
H 3.4768 0.0902 2.6375
H 3.5583 -0.3499 4.3616
C -1.0419 3.5786 4.4143
C -1.8419 3.1919 3.3387
C -1.2784 3.0343 2.0806
C 0.1142 3.2176 1.8981
C 0.9053 3.5624 2.9980
C 0.3182 3.7832 4.2423
Ge 0.7663 2.9680 0.0559
C -0.4919 3.5272 -1.2793
C -0.3059 4.7609 -1.9064
C -1.2248 5.2078 -2.8444
C -2.3265 4.4274 -3.1650
C -2.5151 3.1961 -2.5508
C -1.6013 2.7474 -1.6105
C 2.6300 3.0372 -0.3215
C 3.5779 2.6969 0.6475
C 4.9290 2.7473 0.3528
C 5.3449 3.1368 -0.9157
C 4.4117 3.4655 -1.8895
C 3.0574 3.4119 -1.5977
H -1.4930 3.7403 5.3847
H -2.9102 3.0829 3.4743
H -1.9273 2.8859 1.2192
H 1.9712 3.7044 2.8741
H 0.9258 4.1097 5.0764
H 0.5446 5.3868 -1.6615
H -1.0820 6.1670 -3.3227
H -3.0405 4.7803 -3.8967
H -3.3749 2.5917 -2.8072
H -1.7499 1.7791 -1.1403
H 3.2593 2.3887 1.6358
H 5.6624 2.4935 1.1068
H 6.4011 3.1846 -1.1441
H 4.7406 3.7681 -2.8742
H 2.3381 3.6649 -2.3676
```

Frontier orbital gap (spin up / spin down), eV: 4.3 / 5.5
Total charge: +3
LUMO energy (spin up / spin down), eV: -10.675 / -10.481
Energy, Ha: -6604.007253
Spin multiplicity: 2
Maximum force, Eh/bohr: 0.0794
Highest occupied orbital energy (spin up / spin down), eV: -14.98 / -16.00

Record 7
The following is a quantum chemistry calculation of a structure of composition C22H20ClIrN in a non-equilibrium geometry, from OMol25.

Structure (XYZ):
```
45
Properties=species:S:1:pos:R:3
C 2.2207 -2.2262 0.2096
C 2.1820 -2.1058 -1.2180
C 0.6997 -2.2836 -1.6162
H 2.9866 -2.3490 -1.9106
C 0.0203 -2.4906 -0.3793
C 0.9362 -2.5089 0.6748
H 0.7061 -2.7707 1.6961
H 3.1309 -2.1847 0.7983
H 0.4358 -2.6539 -2.5992
H -1.0325 -2.7358 -0.3370
Ir 1.2499 -0.3684 -1.7887
Cl 2.0162 0.6713 0.0662
C 1.7592 1.4970 -2.7790
C 0.5365 1.0119 -3.3545
C 0.7314 -0.3215 -3.8297
H -0.3853 1.5678 -3.4258
C 2.1307 -0.6328 -3.6413
C 2.7619 0.4786 -2.9612
H 3.8071 0.5353 -2.6335
H 1.8715 2.4346 -2.2502
H -0.0396 -0.9602 -4.2338
H 2.5989 -1.5823 -3.8969
C -1.2787 4.2365 0.2482
C -0.8727 3.4339 -0.8285
C -0.8792 2.0616 -0.6905
C -0.9925 1.4646 0.5875
C -1.4371 2.2800 1.6575
C -1.6115 3.6503 1.4699
N -0.6607 0.1606 0.7008
C -1.0202 -0.5177 1.8220
C -0.2933 -0.4274 3.0336
C -0.8174 -1.0110 4.1755
C -2.0023 -1.7564 4.1184
C -2.6579 -1.9329 2.8944
C -2.1554 -1.3655 1.7441
H -1.3901 5.3128 0.1182
H -0.5932 3.8768 -1.7852
H -0.7612 1.3729 -1.5256
H -1.6241 1.7990 2.6196
H -2.0041 4.2359 2.2992
H 0.6412 0.1331 3.0167
H -0.2957 -0.8780 5.1206
H -2.4414 -2.1516 5.0322
H -3.5780 -2.5061 2.8223
H -2.5991 -1.4932 0.7587
```

Frontier orbital gap (spin up / spin down), eV: 5.1 / 6.2
Total charge: 0
LUMO energy (spin up / spin down), eV: 0.455 / -1.868
Energy, Ha: -1469.284615
Spin multiplicity: 6
Maximum force, Eh/bohr: 0.1346
Highest occupied orbital energy (spin up / spin down), eV: -4.64 / -8.09

Record 8
The following is a quantum chemistry calculation of the molecule H3IN2 in a non-equilibrium geometry, from OMol25.

Structure (XYZ):
```
6
Properties=species:S:1:pos:R:3
N -0.7452 0.3877 -0.2001
N 0.4262 -0.6597 0.2306
I 2.1409 0.3395 0.2264
H -1.5875 -0.0980 0.0622
H -0.6030 1.2589 0.2847
H 0.3686 -1.2284 -0.6038
```

Frontier orbital gap, eV: 8.9
Total charge: 0
LUMO energy, eV: 0.069
Energy, Ha: -408.918693
Relative energy (zero: lowest compared OMol25 entry of this formula, charge and spin), kcal per mole: 10.31
Spin multiplicity: 1
Maximum force, Eh/bohr: 0.0743
Highest occupied orbital energy, eV: -8.85

Record 9
The following is a quantum chemistry calculation of a cluster of 4 separate species, C4H15NO3 in total in a non-equilibrium geometry, from OMol25.

Structure (XYZ):
```
23
Properties=species:S:1:pos:R:3
C -0.2529 2.1595 -1.2636
C 0.0278 0.6495 -1.0875
C -1.2550 0.0217 -0.5782
C -1.5966 -0.0121 0.7563
N -2.1430 -0.6576 -1.5406
H -0.7304 2.3724 -2.1955
H -0.8833 2.4371 -0.4621
H 0.6754 2.7599 -1.4743
H 0.2283 0.2048 -2.1716
H 0.9734 0.5270 -0.5388
H -1.3376 0.7384 1.4407
H -2.3320 -0.6422 1.1224
H -2.3259 -0.0118 -2.2946
H -2.9687 -0.9797 -0.9958
H 1.1406 -1.5733 2.6404
H 0.6094 -2.2672 1.2166
O 1.4145 -1.8181 1.6904
H 1.6361 1.1407 2.9835
H 0.8012 0.4514 1.9069
O 0.8892 0.5023 2.9217
H 2.5867 -1.4631 -0.1412
H 2.3148 -2.7597 -0.9311
O 2.5282 -1.7800 -1.0039
```

Frontier orbital gap, eV: 8.8
Total charge: 0
LUMO energy, eV: 0.573
Energy, Ha: -441.800535
Relative energy (zero: lowest compared OMol25 entry of this formula, charge and spin), kcal per mole: 51.04
Spin multiplicity: 1
Maximum force, Eh/bohr: 0.0729
Highest occupied orbital energy, eV: -8.26

Record 10
The following is a quantum chemistry calculation of a structure of composition C10H34CsN11O4 in a non-equilibrium geometry, from OMol25.

Structure (XYZ):
```
60
Properties=species:S:1:pos:R:3
Cs -10.5380 7.4695 9.2314
N -9.4969 7.6685 6.1755
C -8.7630 6.5464 5.7657
C -7.6933 5.9667 6.7789
N -8.2510 5.0064 7.7347
C -7.2972 4.4594 8.6941
C -7.8554 3.2743 9.5167
N -9.2062 2.9128 8.9963
H -10.2445 7.9336 5.6040
H -8.9231 8.5341 6.4066
H -8.1837 6.8107 4.8728
H -9.4260 5.7287 5.4818
H -7.3474 6.8224 7.3927
H -6.8656 5.4687 6.2594
H -8.7133 4.1901 7.2673
H -7.0964 5.2851 9.4623
H -6.3218 4.3164 8.1418
H -7.7815 3.4817 10.5937
H -7.2352 2.3588 9.3658
H -9.9692 3.4985 9.3858
H -9.4838 1.9769 9.3574
N -12.8972 3.4590 12.1302
C -12.6405 4.5369 11.3103
O -11.5644 4.6347 10.7335
C -13.8477 5.5477 11.1397
C -13.8118 6.8375 10.4371
H -12.0902 2.9196 12.3601
H -13.8241 3.2738 12.5078
H -14.0923 5.7256 12.2137
H -14.6057 4.8980 10.6760
H -13.2763 6.8795 9.5276
H -14.4941 7.6602 10.7391
N -8.6630 8.1268 12.0366
C -7.2580 7.6356 12.1106
C -7.0594 6.2534 12.7294
N -8.0539 5.2805 12.4182
H -8.6886 9.1712 12.2624
H -9.3950 7.6411 12.5194
H -6.6104 8.3310 12.7116
H -6.9007 7.6536 11.0377
H -6.9575 6.5209 13.8510
H -6.0678 5.8747 12.4652
H -9.0347 5.4977 12.3248
H -7.9632 4.5148 13.0978
N -8.9957 11.2683 11.9832
N -8.5714 12.2576 11.1103
C -8.7366 12.0218 9.8048
N -8.3344 13.0234 8.9215
N -9.3557 10.8816 9.5391
N -9.6975 10.6757 8.1567
O -10.7999 10.1445 7.8886
O -8.7694 10.8760 7.3496
H -9.5857 10.6401 11.3755
H -9.2697 11.5501 12.8631
H -8.3292 13.1825 11.4684
H -7.6568 13.6241 9.3484
H -8.1094 12.6459 7.9967
O -12.5903 6.5690 7.0815
H -13.1351 7.3637 7.1234
H -13.2193 5.8298 6.8143
```

Frontier orbital gap (spin up / spin down), eV: 6.1 / 2.4
Total charge: 0
LUMO energy (spin up / spin down), eV: 0.112 / -0.879
Energy, Ha: -1324.542542
Relative energy (zero: lowest compared OMol25 entry of this formula, charge and spin), kcal per mole: 80.57
Spin multiplicity: 1
Maximum force, Eh/bohr: 0.0770
Highest occupied orbital energy (spin up / spin down), eV: -6.00 / -3.27

Record 11
The following is a quantum chemistry calculation of a cluster of 2 separate species, C5H13NO in total, from OMol25.

Structure (XYZ):
```
20
Properties=species:S:1:pos:R:3
C -0.6927 1.4133 0.0953
C -0.9768 0.1098 -0.6150
C 0.2631 -0.3777 -1.4600
C 0.9930 -1.4981 -0.7771
C 0.8523 -2.7726 -1.1161
N -2.2003 0.2484 -1.4058
H -1.3414 1.5406 0.9696
H 0.3577 1.4537 0.4165
H -0.8195 2.2778 -0.5684
H -1.1758 -0.6703 0.1334
H 0.9321 0.4764 -1.5792
H -0.0968 -0.6344 -2.4541
H 1.6680 -1.1619 0.0001
H 1.2750 -3.6476 -0.6300
H 0.1993 -3.0057 -1.9511
H -2.2139 1.1218 -1.9174
H -2.2855 -0.5115 -2.0678
H 1.0801 1.8676 5.4070
H 2.1644 1.8155 4.2921
O 2.0178 1.9547 5.2283
```

Frontier orbital gap, eV: 9.7
Total charge: 0
LUMO energy, eV: 0.597
Energy, Ha: -328.263409
Relative energy (zero: lowest compared OMol25 entry of this formula, charge and spin), kcal per mole: 34.79
Spin multiplicity: 1
Maximum force, Eh/bohr: 0.0146
Highest occupied orbital energy, eV: -9.11

Record 12
The following is a quantum chemistry calculation of a cluster of 2 separate species, C4H8O2 in total in a non-equilibrium geometry, from OMol25.

Structure (XYZ):
```
14
Properties=species:S:1:pos:R:3
C -2.2982 -0.9061 -0.3075
C -1.8540 -1.5315 0.7741
O -1.5962 -0.8815 1.9536
H -2.6667 -1.4649 -1.1491
H -2.4192 0.1666 -0.1918
H -2.0243 -2.6017 0.8735
H -0.9701 -1.4023 2.4739
C 2.3514 2.0324 -0.3916
C 1.9997 0.9616 -1.0824
O 1.6384 -0.2555 -0.5228
H 2.6292 2.9235 -0.9309
H 2.4412 1.9982 0.6800
H 1.9347 1.0016 -2.1664
H 0.8343 -0.0405 -0.0127
```

Frontier orbital gap, eV: 10.2
Total charge: 0
LUMO energy, eV: 0.730
Energy, Ha: -307.609105
Relative energy (zero: lowest compared OMol25 entry of this formula, charge and spin), kcal per mole: 64.84
Spin multiplicity: 1
Maximum force, Eh/bohr: 0.0289
Highest occupied orbital energy, eV: -9.46